Entry 1:
{"formula": "C4H11NS", "method": "ωB97M-V/def2-TZVPD", "elements": ["C", "C", "N", "H", "H", "H", "H", "H", "C", "S", "C", "H", "H", "H", "H", "H", "H"], "xyz": [[-1.99, 0.12, 1.73], [-2.90, -0.83, 1.87], [-3.96, -1.23, 0.98], [-2.19, 0.91, 1.01], [-1.60, 0.47, 2.68], [-3.01, -1.40, 2.79], [-3.83, -0.72, 0.11], [-4.83, -0.88, 1.36], [2.44, -0.90, -0.98], [2.31, 0.81, -0.33], [2.91, 1.75, -1.73], [3.45, -1.24, -0.74], [1.78, -1.62, -0.49], [2.23, -1.00, -2.05], [3.53, 2.59, -1.42], [2.18, 2.15, -2.45], [3.47, 1.03, -2.36]], "de_lowest_kj_mol": 165.6, "molar_mass_g_mol": 105.2, "homo_lumo_gap_ev": 9.5, "smiles": "C=CN.CSC", "largest_force_ha_per_bohr": 0.0391, "energy_ha": -611.8790}


Entry 2:
{"formula": "C38H30BClF4IN2O2PS2Y", "method": "ωB97M-V/def2-TZVPD", "elements": ["Y", "C", "C", "N", "C", "C", "C", "O", "C", "C", "N", "C", "C", "C", "C", "C", "C", "I", "C", "O", "H", "H", "H", "H", "H", "H", "H", "H", "H", "H", "H", "H", "Cl", "C", "C", "C", "C", "C", "C", "P", "C", "C", "C", "C", "C", "C", "C", "C", "C", "C", "C", "C", "H", "H", "H", "H", "H", "H", "H", "H", "H", "H", "H", "H", "H", "H", "S", "C", "C", "C", "C", "C", "C", "S", "H", "H", "H", "H", "F", "B", "F", "F", "F"], "xyz": [[0.85, -0.72, -0.05], [0.13, -3.85, -3.35], [1.41, -4.09, -2.62], [2.35, -4.81, -3.18], [3.50, -5.02, -2.52], [3.75, -4.53, -1.26], [5.06, -4.85, -0.59], [4.91, -5.79, 0.48], [2.76, -3.75, -0.64], [2.94, -3.29, 0.73], [2.25, -2.37, 1.29], [2.54, -2.14, 2.67], [3.80, -1.69, 3.05], [4.08, -1.46, 4.39], [3.11, -1.67, 5.36], [1.85, -2.12, 4.98], [1.57, -2.34, 3.64], [-0.33, -2.98, 3.08], [1.57, -3.49, -1.32], [0.61, -2.78, -0.83], [0.13, -4.41, -4.28], [0.01, -2.78, -3.56], [-0.73, -4.14, -2.73], [4.26, -5.60, -3.04], [5.51, -3.97, -0.15], [5.76, -5.24, -1.34], [4.26, -6.45, 0.20], [3.69, -3.81, 1.32], [4.53, -1.48, 2.28], [5.06, -1.09, 4.67], [3.32, -1.48, 6.40], [1.08, -2.28, 5.72], [-2.07, -1.87, -0.27], [-3.48, -0.94, 0.13], [-4.59, -1.67, 0.56], [-5.77, -1.01, 0.85], [-5.84, 0.37, 0.71], [-4.72, 1.07, 0.29], [-3.51, 0.44, 0.00], [-2.02, 1.40, -0.51], [-2.37, 2.92, 0.45], [-2.46, 4.19, -0.11], [-2.69, 5.30, 0.70], [-2.84, 5.15, 2.07], [-2.75, 3.89, 2.63], [-2.51, 2.78, 1.84], [-2.45, 1.88, -2.22], [-3.65, 1.60, -2.85], [-3.87, 1.98, -4.17], [-2.88, 2.66, -4.87], [-1.67, 2.94, -4.25], [-1.45, 2.55, -2.93], [-4.51, -2.74, 0.66], [-6.63, -1.58, 1.19], [-6.76, 0.90, 0.93], [-4.78, 2.15, 0.19], [-2.37, 4.32, -1.18], [-2.76, 6.28, 0.24], [-3.02, 6.02, 2.69], [-2.85, 3.76, 3.71], [-2.39, 1.81, 2.29], [-4.43, 1.06, -2.32], [-4.81, 1.74, -4.65], [-3.04, 2.95, -5.90], [-0.88, 3.44, -4.79], [-0.49, 2.73, -2.47], [3.21, 0.45, 0.40], [2.42, 1.95, 0.91], [3.03, 3.16, 0.54], [2.54, 4.39, 0.95], [1.41, 4.44, 1.76], [0.78, 3.26, 2.12], [1.25, 2.00, 1.70], [0.34, 0.57, 2.23], [3.91, 3.11, -0.08], [3.04, 5.30, 0.65], [1.01, 5.38, 2.11], [-0.09, 3.29, 2.75], [-0.20, -0.55, -2.39], [1.00, 0.16, -2.77], [2.05, -0.74, -2.52], [0.96, 0.64, -4.05], [1.08, 1.18, -1.78]], "de_lowest_kj_mol": 47.5, "molar_mass_g_mol": 979.8, "homo_lumo_gap_ev": 6.4, "total_charge": -1, "largest_force_ha_per_bohr": 0.0111, "energy_ha": -4084.8554}


Entry 3:
{"formula": "C12H11AlCl5ISi", "method": "ωB97M-V/def2-TZVPD", "elements": ["Al", "Cl", "C", "C", "C", "Cl", "C", "Cl", "C", "Cl", "C", "Cl", "I", "C", "H", "H", "C", "Si", "C", "C", "C", "C", "H", "H", "H", "H", "H", "H", "H", "H", "H"], "xyz": [[-0.30, 0.04, -0.18], [-1.85, -1.42, -3.07], [-0.30, -1.97, -2.58], [0.31, -1.42, -1.45], [1.57, -1.94, -1.13], [2.34, -1.27, 0.27], [2.21, -2.93, -1.85], [3.75, -3.52, -1.38], [1.56, -3.45, -2.98], [2.32, -4.68, -3.90], [0.31, -2.97, -3.34], [-0.47, -3.61, -4.73], [1.83, 0.97, 2.77], [0.12, 1.07, 1.47], [0.07, 2.12, 1.16], [-0.74, 0.92, 2.13], [-4.48, 1.89, -3.70], [-4.68, 1.75, -1.83], [-5.10, 3.41, -1.06], [-5.94, 0.41, -1.44], [-3.06, 1.21, -1.12], [-1.99, 0.80, -0.70], [-5.40, 2.27, -4.16], [-4.27, 0.91, -4.13], [-3.67, 2.56, -3.96], [-6.06, 3.79, -1.43], [-4.34, 4.15, -1.29], [-5.17, 3.34, 0.03], [-6.94, 0.69, -1.80], [-6.01, 0.22, -0.37], [-5.66, -0.52, -1.93]], "de_lowest_kj_mol": 13.4, "molar_mass_g_mol": 514.5, "homo_lumo_gap_ev": 8.5, "largest_force_ha_per_bohr": 0.0145, "energy_ha": -3594.4607}


Entry 4:
{"formula": "C5H12SSi", "method": "ωB97M-V/def2-TZVPD", "elements": ["C", "C", "C", "C", "C", "Si", "S", "H", "H", "H", "H", "H", "H", "H", "H", "H", "H", "H", "H"], "xyz": [[0.26, -1.24, 1.27], [2.58, -0.99, 0.35], [0.99, 0.74, -1.09], [-0.65, 1.83, 1.18], [-1.72, -0.63, -0.83], [-0.32, 0.17, 0.20], [2.66, 0.55, -0.49], [0.18, -2.31, 0.97], [0.86, -1.19, 2.20], [3.12, -0.78, 1.28], [2.51, -2.04, -0.09], [0.95, 0.23, -2.13], [0.96, 1.78, -1.20], [-0.16, 2.67, 0.72], [-1.72, 1.97, 1.33], [-0.46, 1.87, 2.27], [-2.68, -0.89, -0.21], [-1.96, 0.11, -1.58], [-1.45, -1.67, -1.25]], "de_lowest_kj_mol": 330.7, "molar_mass_g_mol": 132.3, "homo_lumo_gap_ev": [7.7, 8.1], "largest_force_ha_per_bohr": 0.0583, "energy_ha": -885.2663}


Entry 5:
{"formula": "C9H13NOPt", "method": "ωB97M-V/def2-TZVPD", "elements": ["C", "C", "C", "C", "C", "Pt", "N", "C", "C", "H", "H", "H", "H", "H", "H", "H", "H", "H", "H", "C", "C", "O", "H", "H", "H"], "xyz": [[-1.71, -1.84, -0.15], [-2.40, -0.67, 0.28], [-1.87, -0.28, 1.55], [-0.86, -1.21, 1.90], [-0.75, -2.17, 0.86], [-0.04, -0.13, -0.07], [1.15, -0.76, -1.14], [0.11, 1.18, -2.19], [-1.03, 1.52, -1.49], [-2.19, 0.58, 2.14], [-3.20, -0.17, -0.25], [-0.24, -1.18, 2.81], [-0.05, -3.01, 0.82], [-1.86, -2.37, -1.08], [-2.01, 1.15, -1.81], [0.06, 0.55, -3.08], [1.71, -1.23, -1.86], [-1.00, 2.30, -0.73], [1.06, 1.69, -2.00], [2.73, 1.25, 0.61], [1.65, 0.38, 1.18], [1.74, -0.01, 2.33], [2.30, 2.22, 0.31], [3.19, 0.76, -0.27], [3.53, 1.44, 1.37]], "de_lowest_kj_mol": 0.0, "spin_multiplicity": 5, "molar_mass_g_mol": 346.3, "homo_lumo_gap_ev": [5.7, 7.4], "largest_force_ha_per_bohr": 0.1663, "energy_ha": -599.7177}


Entry 6:
{"formula": "C42H47BN4O3PSTc", "method": "ωB97M-V/def2-TZVPD", "elements": ["Tc", "N", "C", "C", "N", "C", "C", "N", "H", "H", "H", "H", "H", "H", "H", "H", "H", "H", "H", "H", "H", "C", "C", "O", "S", "C", "C", "C", "C", "C", "C", "C", "C", "H", "H", "H", "H", "H", "H", "H", "N", "P", "C", "C", "C", "C", "C", "C", "C", "C", "C", "C", "C", "C", "C", "C", "C", "C", "C", "C", "H", "H", "H", "H", "H", "H", "H", "H", "H", "H", "H", "H", "H", "H", "H", "C", "C", "C", "C", "C", "C", "C", "C", "O", "B", "O", "C", "C", "H", "H", "H", "H", "H", "H", "H", "H", "H", "H", "H", "H"], "xyz": [[-0.09, -0.42, 0.50], [-1.81, 1.01, 0.20], [-2.45, 0.79, -1.13], [-1.38, 0.53, -2.16], [-0.42, -0.51, -1.71], [-0.68, -1.90, -2.19], [-1.83, -2.61, -1.48], [-1.63, -2.60, -0.02], [-2.50, 1.00, 0.94], [-1.39, 1.94, 0.24], [-3.06, 1.64, -1.43], [-3.11, -0.06, -1.03], [-0.80, 1.45, -2.31], [-1.83, 0.28, -3.12], [0.50, -0.28, -2.07], [0.24, -2.45, -2.01], [-0.85, -1.89, -3.27], [-1.88, -3.62, -1.88], [-2.78, -2.14, -1.72], [-1.04, -3.37, 0.27], [-2.51, -2.71, 0.47], [5.09, -4.38, 3.36], [4.90, -5.20, 4.61], [5.73, -5.96, 5.03], [3.37, -5.07, 5.56], [2.44, -3.82, 4.69], [1.56, -4.19, 3.69], [0.85, -3.21, 3.01], [0.98, -1.87, 3.34], [1.85, -1.51, 4.37], [2.58, -2.48, 5.04], [0.29, -0.85, 2.56], [-0.11, 0.35, 2.47], [5.86, -4.85, 2.75], [5.44, -3.38, 3.64], [4.17, -4.26, 2.79], [1.45, -5.23, 3.41], [0.19, -3.49, 2.20], [1.96, -0.46, 4.63], [3.26, -2.20, 5.84], [1.59, -1.29, 0.11], [2.89, -1.88, -0.45], [3.02, -3.68, -0.28], [4.25, -4.35, -0.20], [4.29, -5.73, -0.06], [3.11, -6.46, -0.01], [1.88, -5.81, -0.10], [1.85, -4.43, -0.23], [3.10, -1.57, -2.22], [3.16, -0.23, -2.64], [3.16, 0.08, -3.99], [3.11, -0.94, -4.94], [3.07, -2.26, -4.54], [3.07, -2.58, -3.18], [4.37, -1.16, 0.29], [4.24, -0.55, 1.54], [5.35, 0.02, 2.15], [6.59, -0.01, 1.52], [6.72, -0.60, 0.27], [5.61, -1.17, -0.34], [5.18, -3.79, -0.23], [5.24, -6.24, 0.01], [3.14, -7.54, 0.10], [0.96, -6.38, -0.06], [0.90, -3.90, -0.29], [3.21, 0.56, -1.89], [3.22, 1.12, -4.31], [3.12, -0.69, -6.00], [3.05, -3.05, -5.28], [3.04, -3.62, -2.87], [3.27, -0.52, 2.01], [5.25, 0.50, 3.12], [7.45, 0.44, 2.00], [7.68, -0.61, -0.22], [5.71, -1.60, -1.34], [0.02, 7.94, 4.44], [-1.30, 7.62, 3.72], [-1.23, 8.18, 2.28], [-2.44, 8.33, 4.47], [-1.53, 6.11, 3.64], [-2.77, 5.54, 3.91], [-3.02, 4.17, 3.82], [-1.96, 3.38, 3.44], [-1.91, 1.99, 3.26], [-0.60, 1.73, 2.89], [0.15, 2.89, 2.79], [-0.73, 3.92, 3.16], [-0.47, 5.26, 3.25], [0.11, 9.02, 4.59], [0.89, 7.62, 3.87], [0.05, 7.46, 5.42], [-1.07, 9.27, 2.31], [-2.16, 7.98, 1.75], [-0.41, 7.73, 1.72], [-2.20, 9.39, 4.58], [-2.58, 7.91, 5.47], [-3.39, 8.27, 3.92], [-3.59, 6.18, 4.22], [-3.99, 3.74, 4.05], [0.52, 5.64, 3.03]], "de_lowest_kj_mol": 12.8, "spin_multiplicity": 4, "molar_mass_g_mol": 827.7, "homo_lumo_gap_ev": [7.8, 7.3], "total_charge": 1, "largest_force_ha_per_bohr": 0.0128, "energy_ha": -2918.4999}


Entry 7:
{"formula": "C24H19NO3S", "method": "ωB97M-V/def2-TZVPD", "elements": ["O", "O", "O", "C", "C", "C", "C", "C", "C", "C", "C", "C", "C", "C", "C", "C", "C", "C", "C", "C", "C", "C", "C", "C", "C", "C", "N", "S", "C", "H", "H", "H", "H", "H", "H", "H", "H", "H", "H", "H", "H", "H", "H", "H", "H", "H", "H", "H"], "xyz": [[2.17, -1.04, -0.75], [2.19, 2.81, -2.79], [0.62, 3.39, -0.97], [1.40, -0.21, -0.34], [0.61, 2.10, -0.56], [-0.42, 0.34, 0.97], [1.42, 1.14, -0.99], [-0.45, 1.65, 0.47], [-3.83, -1.50, 2.89], [2.79, -2.16, 4.16], [-0.38, -0.07, -6.04], [-3.09, -2.12, 1.86], [-3.36, -0.31, 3.29], [2.66, -2.94, 3.03], [2.25, -0.92, 4.15], [-0.48, 1.31, -5.79], [0.39, -0.91, -5.15], [-1.98, -1.48, 1.32], [-2.17, 0.24, 2.84], [2.06, -2.42, 1.90], [1.57, -0.42, 3.08], [0.31, 1.77, -4.71], [1.09, -0.35, -4.07], [-1.53, -0.28, 1.71], [1.40, -1.12, 1.88], [1.11, 0.94, -3.87], [0.67, -0.51, 0.77], [2.33, 1.39, -2.54], [-1.69, 2.60, 0.57], [1.24, 3.45, -1.75], [-4.76, -1.83, 3.32], [3.20, -2.52, 5.09], [-1.06, -0.44, -6.89], [-3.47, -3.08, 1.45], [-3.77, 0.10, 4.16], [2.97, -3.88, 3.10], [2.44, -0.07, 4.89], [-0.93, 2.08, -6.43], [0.42, -2.02, -5.22], [-1.43, -1.99, 0.51], [-1.75, 1.19, 3.36], [1.83, -2.97, 0.89], [1.19, 0.57, 3.27], [0.41, 2.87, -4.63], [1.67, -0.99, -3.47], [-1.27, 3.62, 0.82], [-2.27, 2.39, 1.49], [-2.34, 2.61, -0.29]], "de_lowest_kj_mol": 70.7, "molar_mass_g_mol": 401.5, "homo_lumo_gap_ev": 8.3, "largest_force_ha_per_bohr": 0.0913, "energy_ha": -1604.4766}


Entry 8:
{"formula": "C47H56F5N5OSTl", "method": "ωB97M-V/def2-TZVPD", "elements": ["Tl", "C", "C", "C", "C", "C", "C", "C", "C", "C", "C", "C", "C", "C", "C", "C", "C", "N", "C", "C", "C", "N", "C", "C", "C", "N", "C", "C", "C", "C", "C", "C", "C", "C", "C", "C", "C", "C", "N", "C", "C", "H", "H", "H", "H", "H", "H", "H", "H", "H", "H", "H", "H", "H", "H", "H", "H", "H", "H", "H", "H", "H", "H", "H", "H", "H", "H", "H", "H", "H", "H", "H", "H", "H", "H", "H", "H", "H", "H", "H", "H", "H", "H", "H", "H", "F", "C", "C", "F", "C", "F", "C", "S", "C", "F", "C", "F", "C", "N", "C", "C", "C", "O", "H", "H", "H", "H", "H", "H", "H", "H", "H", "C", "H", "H", "H"], "xyz": [[0.18, -0.14, 0.56], [-3.99, 0.64, -4.20], [-4.64, 0.44, -2.82], [-3.68, 0.75, -1.72], [-3.57, 1.90, -0.99], [-4.42, 3.12, -1.04], [-3.83, 4.21, -1.95], [-2.32, 1.79, -0.25], [-1.76, 2.84, 0.48], [-0.40, 3.04, 0.68], [0.20, 4.29, 1.09], [-0.54, 5.44, 1.71], [-1.07, 6.45, 0.68], [1.53, 4.18, 0.82], [1.73, 2.83, 0.29], [2.94, 2.33, -0.18], [3.17, 1.05, -0.69], [2.29, 0.02, -0.65], [2.92, -1.06, -1.14], [2.33, -2.31, -1.38], [0.97, -2.56, -1.47], [-0.01, -1.66, -1.20], [-1.14, -2.09, -1.80], [-2.30, -1.34, -1.90], [-2.52, -0.06, -1.39], [-1.74, 0.60, -0.50], [-0.89, -3.36, -2.46], [0.41, -3.68, -2.21], [1.17, -4.90, -2.63], [1.42, -5.85, -1.45], [-1.84, -4.08, -3.38], [-2.80, -5.06, -2.71], [4.29, -0.72, -1.53], [4.43, 0.61, -1.26], [5.56, 1.51, -1.65], [5.23, 2.27, -2.93], [5.29, -1.65, -2.12], [6.11, -2.37, -1.04], [0.55, 2.17, 0.27], [2.58, 5.23, 0.93], [2.80, 5.95, -0.40], [-4.68, 0.39, -5.01], [-3.10, 0.02, -4.29], [-3.68, 1.68, -4.32], [-4.99, -0.60, -2.75], [-5.52, 1.08, -2.74], [-4.54, 3.52, -0.03], [-5.42, 2.87, -1.40], [-2.84, 4.50, -1.60], [-4.47, 5.09, -1.99], [-3.71, 3.82, -2.97], [-2.43, 3.64, 0.78], [0.13, 5.96, 2.40], [-1.37, 5.04, 2.29], [-0.25, 6.89, 0.11], [-1.61, 7.26, 1.18], [-1.75, 5.96, -0.02], [3.79, 3.00, -0.17], [3.00, -3.10, -1.69], [-3.10, -1.76, -2.49], [2.13, -4.61, -3.06], [0.61, -5.43, -3.41], [1.99, -6.72, -1.78], [0.48, -6.19, -1.03], [1.98, -5.35, -0.67], [-1.25, -4.63, -4.12], [-2.42, -3.34, -3.93], [-2.25, -5.75, -2.06], [-3.33, -5.65, -3.46], [-3.53, -4.53, -2.10], [6.47, 0.92, -1.80], [5.77, 2.22, -0.85], [5.05, 1.56, -3.75], [6.04, 2.94, -3.22], [4.32, 2.85, -2.80], [5.97, -1.09, -2.77], [4.79, -2.40, -2.74], [6.65, -1.64, -0.43], [6.84, -3.06, -1.48], [5.45, -2.94, -0.38], [3.53, 4.78, 1.26], [2.29, 5.96, 1.70], [3.00, 5.23, -1.19], [3.64, 6.65, -0.35], [1.91, 6.51, -0.69], [1.09, 1.43, 8.01], [0.48, 1.23, 6.83], [1.14, 1.46, 5.64], [2.41, 1.89, 5.67], [0.51, 1.24, 4.43], [1.23, 1.46, 3.33], [-0.82, 0.81, 4.32], [-1.66, 0.57, 2.84], [-1.44, 0.56, 5.56], [-2.70, 0.10, 5.59], [-0.82, 0.77, 6.78], [-1.48, 0.52, 7.92], [-3.54, -4.32, 0.91], [-2.83, -4.11, 2.15], [-3.16, -4.99, 3.25], [-1.91, -3.09, 2.23], [-1.28, -2.89, 3.59], [-1.63, -2.41, 1.26], [-3.30, -5.30, 0.48], [-3.24, -3.54, 0.21], [-4.62, -4.26, 1.07], [-3.64, -5.88, 2.84], [-3.85, -4.53, 3.96], [-2.27, -5.30, 3.79], [-1.98, -3.05, 4.40], [-0.91, -1.87, 3.62], [-0.43, -3.58, 3.70], [1.44, -1.18, 2.07], [1.06, -1.11, 3.09], [2.42, -0.72, 2.01], [1.50, -2.23, 1.77]], "de_lowest_kj_mol": 102.9, "molar_mass_g_mol": 1038.4, "homo_lumo_gap_ev": 5.7, "total_charge": -1, "largest_force_ha_per_bohr": 0.0172, "energy_ha": -3243.6452}


Entry 9:
{"formula": "C3H11NO2", "method": "ωB97M-V/def2-TZVPD", "elements": ["N", "C", "C", "C", "O", "H", "H", "H", "H", "H", "H", "H", "H", "H", "O", "H", "H"], "xyz": [[1.18, 1.70, -1.89], [0.98, 1.65, -0.48], [0.44, 0.44, 0.11], [1.01, -0.76, -0.40], [0.65, -1.86, 0.47], [1.50, 0.65, -2.10], [0.34, 1.85, -2.35], [2.09, 1.55, 0.00], [0.30, 2.42, -0.10], [-0.62, 0.51, -0.16], [0.36, 0.53, 1.19], [2.16, -0.77, -0.68], [0.61, -0.93, -1.43], [1.41, -2.11, 1.04], [-4.39, -1.50, 1.94], [-4.53, -2.19, 2.56], [-3.48, -1.17, 2.28]], "de_lowest_kj_mol": 203.7, "molar_mass_g_mol": 93.1, "homo_lumo_gap_ev": 10.0, "smiles": "NCCCO.O", "largest_force_ha_per_bohr": 0.0832, "energy_ha": -326.0539}